[1]
The following is a quantum chemistry calculation of 2 unconnected molecules or ions with the total composition C5H10Cl2N4, from the OMol25 dataset.

The geometry in XYZ format:
```
21
Properties=species:S:1:pos:R:3:lowdin_charge:R:1
C -1.1827 2.8130 0.8984 -0.128
H -1.1524 3.7074 -1.1145 0.224
N 2.0572 -2.5278 -0.4120 0.036
C 2.2367 -1.8991 0.6894 -0.554
Cl 3.5262 -0.9802 1.0019 0.963
C -0.9899 1.4035 -0.9598 -0.048
H -0.7267 1.0888 -1.9518 0.118
H -2.4792 2.9299 -0.6868 0.200
C -0.6899 0.7492 0.1592 -0.136
Cl 1.2340 -4.2956 -2.1916 0.803
H 1.5803 -2.1182 1.5169 0.123
H -2.0145 3.2946 1.5191 0.164
C 0.8785 -3.3029 -0.8141 -0.765
H 2.8075 -2.4759 -1.1409 0.171
H -0.2646 3.5578 1.1311 0.179
H -1.0742 1.2365 2.3011 0.203
N -1.4292 2.7942 -0.6243 0.089
H -0.5944 -0.3573 -0.0010 0.132
N -0.8085 1.4851 1.2960 -0.005
H -0.7271 -3.9213 -0.4322 0.043
N -0.1871 -3.1817 -0.1841 0.188
```

Output
F_max in eV/Å: 4.9
Energy in eV: -36333.1176
HOMO in eV: -15.773
Net charge: +2
Frontier orbital gap in eV: 7.329
Molar mass in g mol⁻¹: 197.07



[2]
The following is a quantum chemistry calculation of a molecular structure, C20H33BF4N3PTl, from the OMol25 dataset.

The geometry in XYZ format:
```
63
Properties=species:S:1:pos:R:3:lowdin_charge:R:1
C -1.3098 -1.1518 4.6086 0.015
H 3.6595 -4.1705 0.8721 0.093
H -0.5669 -2.7584 -1.9838 0.088
H 3.0987 0.9868 0.7192 -0.005
C -2.6451 2.6613 2.3575 0.012
C -2.1639 3.3780 0.1331 -0.031
N -1.5216 0.7778 3.2680 0.150
H 4.7682 -1.3950 -3.1491 0.094
H -1.0219 -1.6517 -4.0303 0.099
H -3.1778 2.7578 3.2956 0.123
H 1.8856 0.7760 -2.0622 0.044
C 2.0912 1.3899 0.7830 -0.199
H 0.4446 -3.7837 0.7795 0.043
C -2.8600 3.5428 1.3298 -0.028
H 3.5255 0.8279 -2.7009 0.095
F -1.3053 -2.1354 0.1732 0.034
Tl 0.6439 -0.2105 0.4377 1.026
N -0.0730 -0.9923 2.5760 0.051
N -1.0725 1.4480 1.0438 0.048
C -1.7291 1.6178 2.1779 -0.271
H -0.7573 2.1384 -0.8779 0.112
C -0.0685 -1.3993 -3.5653 -0.091
P 1.5159 -2.0035 -1.3041 1.049
H 0.9725 -4.6203 -2.7286 0.062
H 4.2065 -2.8508 -0.1524 0.071
H 0.5741 -3.9106 4.1339 0.120
H 3.3674 -2.2191 -3.8193 0.077
H 1.9148 2.1483 0.0245 -0.003
H -3.5671 4.3534 1.4508 0.122
H 3.5477 -0.9104 -1.0563 0.093
H 0.6760 -1.3094 -4.3579 0.079
C -0.9461 -0.4686 3.4357 -0.255
H 1.5749 -3.5795 -4.0244 0.074
C 2.6298 0.2097 -2.6262 -0.103
H 2.5659 -4.1136 -1.4046 0.104
H -0.1959 -0.4331 -3.0841 0.063
B -2.1940 -1.2818 -0.5711 -1.241
H -2.0275 -0.7012 5.2822 0.125
H -1.0560 -2.9092 5.7792 0.124
C 2.1701 -3.5441 -0.5599 -0.526
F -2.7340 -1.9678 -1.6274 0.179
C 2.9872 -1.1303 -1.9723 -0.533
H 1.8613 1.7611 1.7781 -0.001
H 1.1094 -2.6206 2.1234 0.069
F -1.3000 -0.2339 -1.0884 -0.017
H -0.1101 -4.0759 -3.9983 0.098
H -2.3023 4.0457 -0.7046 0.117
H -2.0970 1.0340 4.0529 0.136
C 1.0520 -4.3677 0.0903 -0.085
H 4.2118 -2.8973 -2.4223 0.072
C 3.8777 -1.9708 -2.8890 -0.080
C -1.2988 2.3214 0.0412 -0.119
H 0.3707 -4.7798 -0.6532 0.082
F -3.1021 -0.6987 0.2799 0.170
C 0.1304 -2.9388 3.9752 -0.032
C 0.3120 -2.5191 -2.5897 -0.496
C -0.7719 -2.3793 4.8798 -0.026
C 3.3428 -3.2493 0.3807 -0.095
C 0.4306 -2.2160 2.8568 -0.130
H 3.0872 -2.5315 1.1633 0.067
H 1.4900 -5.2058 0.6357 0.094
C 0.7278 -3.7734 -3.3670 -0.080
H 2.2422 0.0658 -3.6331 0.074
```

Output
F_max in eV/Å: 0.2
Energy in eV: -51275.6771
HOMO in eV: -11.489
Net charge: +1
Frontier orbital gap in eV: 8.562
Energy relative to the best compared isomer or geometry (same formula, charge and spin) in kJ/mol: 49.24
Molar mass in g mol⁻¹: 637.67



[3]
The following is a quantum chemistry calculation of a gas-phase ion, C3H7BrNO (charge +1), from the OMol25 dataset.

The geometry in XYZ format:
```
13
Properties=species:S:1:pos:R:3:lowdin_charge:R:1
H 0.2611 0.0063 -1.5984 0.136
Br -3.5881 0.0492 -0.1188 0.815
H 1.2380 -0.8638 -0.4362 0.131
O -0.7222 1.7675 -0.0139 -0.086
H -0.5939 -1.4117 0.7333 0.159
C 0.4439 -0.1761 -0.5640 -0.029
N -0.8478 -0.8507 -0.0426 0.031
H 0.9294 2.0056 -0.4558 0.153
H -1.2167 -1.4080 -0.8747 0.207
H 0.8620 1.3612 1.0803 0.131
C -1.7685 0.1136 0.5664 -0.451
C 0.5089 1.1736 0.0775 -0.293
H -1.6364 0.2697 1.6163 0.097
```

Output
F_max in eV/Å: 6.0
Energy in eV: -76793.6836
HOMO in eV: -14.466
Net charge: +1
Frontier orbital gap in eV: 9.442
Energy relative to the best compared isomer or geometry (same formula, charge and spin) in kJ/mol: 361.22
Molar mass in g mol⁻¹: 153.00



[4]
The following is a quantum chemistry calculation of 2 unconnected molecules or ions with the total composition C27H46BBrFO12P, from the OMol25 dataset.

The geometry in XYZ format:
```
89
Properties=species:S:1:pos:R:3:lowdin_charge:R:1
C -1.5955 3.0756 1.6928 -0.167
H 0.6636 2.1148 -3.3669 0.095
H -2.1766 -1.5893 -0.2577 0.071
F 0.6122 -3.2536 -4.0902 -0.079
C -2.0314 4.4994 -0.2117 -0.096
H -1.5706 2.2713 3.7304 0.109
C 0.9333 0.7004 -1.7583 -0.523
C 0.5655 -2.3358 -3.0255 -0.181
H 2.1582 -1.3266 2.8562 0.108
H 3.8564 4.1567 4.3519 0.118
O -0.0554 -2.3106 3.7538 0.118
C -2.2689 2.0586 1.0261 -0.204
O -1.5471 -5.6794 -7.9595 0.056
C -2.1131 -2.6720 -0.1511 -0.232
B 0.1945 -0.9286 3.7178 -0.619
O 0.1255 -1.0131 0.5609 -0.036
H 2.1186 0.0704 3.8798 0.104
H -1.0322 -3.1714 -6.8017 0.135
C -2.7861 2.2733 -0.2268 -0.062
H -3.3163 1.4882 -0.7610 0.114
C 1.6642 4.3085 4.2892 -0.168
H 1.7460 2.7083 -2.0652 0.073
H 0.8375 3.9841 4.9350 0.115
C 1.5533 0.5410 1.8749 -0.458
O 2.1049 0.1911 -2.3853 -0.021
H -1.4604 -2.7439 1.8694 0.097
C 0.5469 2.4644 3.0011 -0.299
H 0.7730 2.0365 3.9828 0.115
C 1.3520 3.7831 2.8614 -0.134
C 0.3246 -2.4198 0.6320 -0.184
H -3.1032 0.1036 0.9600 0.066
C -3.5104 -3.1181 0.4096 -0.096
O -0.7576 -0.1430 4.3111 0.178
H -0.6500 -6.1427 -6.1628 0.133
C -0.3101 -0.0321 -2.3594 -0.076
O 0.9939 0.8592 -0.3726 0.024
H 2.2376 3.6784 2.2313 0.078
H 3.3675 2.1674 5.9195 0.088
C 1.2864 -0.1789 0.4845 -0.531
H -0.3448 0.5880 4.7874 0.099
H 1.5588 -2.2642 -2.5745 0.122
O 2.9345 2.4004 5.0944 -0.099
H 0.6096 -0.5558 -4.3003 0.118
O 0.1748 -4.2563 -8.0744 0.062
C 0.8257 2.1595 -2.2847 0.012
H -0.9132 -0.5893 -1.6390 0.096
H -1.9046 5.4794 -0.6620 0.105
H -1.5420 0.1497 1.7645 0.061
H -2.1296 -5.1742 -6.0259 0.131
H 2.3539 0.7635 -3.1151 0.099
H -0.9968 3.9066 3.5111 0.114
C -0.6098 -5.1183 -8.7684 -0.569
H -3.0103 0.7876 2.5900 0.093
H -3.3692 -3.6416 1.3624 0.064
H -3.0788 3.6618 -1.8620 0.106
H 1.6540 5.4029 4.3136 0.118
H 0.9527 -2.7133 1.4798 0.114
H 0.7379 4.5558 2.3992 0.087
C -2.4771 0.6906 1.6396 -0.010
O 0.6218 1.5918 1.8941 -0.068
C -1.5202 4.2861 1.0423 -0.052
H -0.1071 -2.7575 -2.2719 0.093
O 4.3140 -0.0082 2.3657 -0.358
H -3.9962 -3.8489 -0.2418 0.064
P 3.3343 1.2857 1.9511 0.695
H -1.9760 -3.2116 -1.0902 0.095
H -0.9081 -4.1394 0.8253 0.127
H 3.0462 4.2748 5.8924 0.116
H -1.0379 5.1261 1.5371 0.108
H 2.8499 -1.2818 0.9247 0.091
H 0.6782 -2.8643 -0.3016 0.110
O 2.3897 -0.9456 0.1480 0.037
C -2.6690 3.4771 -0.8749 -0.099
H 4.8278 -0.2475 1.5771 0.033
C 0.0169 -1.0174 -3.5071 -0.160
H -0.9859 0.6946 -2.8176 0.113
H 0.3496 -3.9573 -6.0228 0.104
H -0.9592 -1.2399 -3.9648 0.120
Br 4.0619 1.8741 -0.0790 0.406
C 1.5588 -0.4384 3.0692 -0.032
C -1.2260 -5.3304 -6.6105 -0.121
C 2.9666 3.8136 4.8943 -0.259
C -0.4125 -4.0707 -6.7816 -0.123
H 0.3362 -2.6584 4.5656 0.115
C -1.0523 -3.0568 0.9101 -0.162
O -0.4944 -5.3535 -9.9266 0.162
H -4.1612 -2.2696 0.6300 0.061
H -0.0264 2.6614 -1.8168 0.083
C -0.9758 2.9039 3.0685 -0.049
```

Output
F_max in eV/Å: 3.3
Structure (SMILES): CCCCO[C@@](O)(O[C@@](C)(O)CCCF)[C@](CB(O)O)(O[C@@H](CCCO)Cc1ccccc1C)P(O)Br.O=C1OCCO1
Energy in eV: -136042.1705
HOMO in eV: -8.408
Net charge: 0
Frontier orbital gap in eV: 8.382
Molar mass in g mol⁻¹: 703.34



[5]
The following is a quantum chemistry calculation of a molecular structure, C38H46CrN7O2S3Te, from the OMol25 dataset.

The geometry in XYZ format:
```
98
Properties=species:S:1:pos:R:3:lowdin_spin:R:1
C -0.3901 6.7116 -0.9785 0.000
H -1.8666 -4.3286 2.4853 0.000
C -3.4720 -4.7393 -3.2997 0.000
H -1.5425 -4.8201 0.0386 0.000
N 0.8515 2.3659 1.6019 -0.031
H -1.0971 -6.9612 5.8427 0.000
H -0.0414 -4.9479 0.9774 0.001
C 0.2362 3.2017 -1.9613 0.000
H 0.2536 -4.4557 -1.8821 0.001
S 1.1417 -0.6835 2.4583 -0.031
C 3.0496 2.3018 2.2844 0.009
C -0.2623 -3.5135 -1.6824 0.001
H -0.2327 6.5470 0.0892 0.000
H -1.5858 -2.5518 4.2704 0.000
H -0.0510 1.9012 -3.3865 0.001
H -2.2018 2.4081 -3.9844 0.000
C -1.5967 3.2759 -3.7255 0.000
C -0.4213 -6.2325 5.4157 0.000
C -5.0275 3.2207 -0.3586 -0.001
C 3.8006 0.1635 -3.4670 0.000
H 0.5705 4.4799 -0.5016 0.000
H -1.6911 0.6189 -1.1000 0.000
H 1.9916 -3.5876 3.9796 0.000
N -0.4355 2.7503 -3.0029 -0.003
C -0.0534 -4.0637 4.4386 0.000
C -1.6995 -3.5916 -2.1477 0.001
N -0.2068 -3.2482 -0.2426 0.028
H -2.3309 -2.9832 1.4264 0.000
H -1.4699 -5.4891 -3.1268 0.000
C 0.9357 -6.5040 5.3360 0.000
C -4.4395 3.7408 0.7933 0.000
H 1.5082 3.7649 2.9882 0.002
H -2.6881 3.7340 2.0309 0.000
N 3.1327 1.2621 1.4151 0.005
C -3.9020 -2.6199 -2.2535 0.000
H 6.1751 2.2681 3.5636 0.000
C -1.4914 -3.5872 1.7846 0.001
C 1.3097 -4.3380 4.3671 0.000
C 4.1319 2.6965 3.0575 0.007
C 0.2554 -1.9484 1.7510 0.003
C -0.8150 -4.2601 0.6214 0.002
C 5.3952 0.9195 2.0830 0.008
H -1.1288 7.5027 -1.0893 0.000
H -6.0204 3.5411 -0.6452 0.000
S 1.6166 2.2289 -1.4575 -0.010
H 6.3016 0.3375 2.0016 0.000
H -4.9728 4.4535 1.4064 0.000
C 0.3785 -2.1905 0.2900 0.009
C -0.8930 5.4453 -1.6521 0.000
C -4.3648 2.2882 -1.1313 0.000
Cr 1.3645 0.8031 0.5863 2.919
H -2.0892 4.4593 -5.4533 0.000
H 2.7274 0.1810 -3.2983 0.000
N -0.4038 2.8355 1.4999 -0.006
H 4.0227 3.5364 3.7297 0.000
H -5.3761 -3.7553 -3.3214 0.000
H -4.8157 1.8695 -2.0219 0.000
S 1.3602 -1.1762 -0.6494 -0.020
C -0.5624 -2.7322 3.9360 -0.001
C 1.7418 2.9178 2.3547 0.053
H -0.7372 3.3508 -5.7126 0.000
C -2.5830 -2.5623 -1.8346 0.000
H 6.3970 -0.5776 -1.8203 0.000
C -4.3482 -3.7109 -2.9882 0.000
H 4.1940 -0.8324 -3.2771 0.000
O -0.5781 0.9395 0.2403 0.015
C -3.1734 3.3353 1.1507 -0.001
H -0.9061 5.5851 -2.7317 0.000
H 0.0667 -1.9268 4.3010 -0.001
H 0.5430 7.0502 -1.4277 0.000
H 4.0170 0.4589 -4.4893 0.000
C 6.5755 0.4742 -2.0339 0.000
H 1.3220 -7.4490 5.6930 0.000
C -3.1040 1.8324 -0.7544 -0.001
H -2.1843 3.9022 -3.0607 0.000
O -2.5234 0.8891 -1.5282 0.000
H -4.5796 -1.8116 -2.0115 0.000
H -1.9040 5.2140 -1.3077 0.000
C -2.4855 2.3822 0.3880 -0.001
H 4.2965 -0.2557 0.6580 0.001
H -2.2375 -1.7054 -1.2645 0.000
H 7.0993 0.5658 -2.9810 0.000
C 4.2848 0.5927 1.3275 0.015
Te 4.7108 1.5480 -2.1013 0.005
C -1.2020 4.0250 -4.9937 0.000
N 0.0054 4.3322 -1.3233 -0.002
H -1.9770 -4.8073 5.0545 0.000
C -0.9166 -5.0168 4.9640 0.000
C 1.8031 -5.5520 4.8157 0.000
H -3.8164 -5.5910 -3.8707 0.000
H 0.2645 -2.7169 -2.1992 0.000
H 7.1816 0.9160 -1.2458 0.000
C -1.1144 2.0193 0.7339 -0.005
C 5.3209 1.9940 2.9599 0.011
C -2.1508 -4.6832 -2.8783 0.000
H 2.8662 -5.7481 4.7744 0.000
H -0.5017 4.8329 -4.7792 0.000
N -0.5390 -2.7155 2.4700 0.014
```

Output
F_max in eV/Å: 1.5
Energy in eV: -122888.9030
HOMO (alpha / beta) in eV: -11.745 / -11.741
Net charge: +2
Frontier orbital gap (alpha / beta) in eV: 5.140 / 5.037
Energy relative to the best compared isomer or geometry (same formula, charge and spin) in kJ/mol: 63.80
Molar mass in g mol⁻¹: 908.63
Multiplicity: 4



[6]
The following is a quantum chemistry calculation of a molecular structure, C21H36Cl2N5O10P2Rb, from the OMol25 dataset.

The geometry in XYZ format:
```
77
Properties=species:S:1:pos:R:3:lowdin_charge:R:1
P 16.6719 7.9398 11.2488 0.556
C 13.6836 5.9852 9.6166 -0.096
H 11.1543 12.7100 12.3014 0.074
O 15.8826 8.1329 9.7515 -0.287
H 20.2184 8.5309 10.9193 0.086
O 15.9295 14.1860 9.9134 0.092
N 16.9127 6.2812 11.2593 -0.324
C 11.2997 9.6642 14.6394 -0.346
H 12.3193 8.4772 7.7453 0.064
H 14.4404 16.3201 9.3776 0.135
H 13.6213 9.1017 6.1406 0.053
C 13.9233 15.5508 10.0234 -0.086
C 10.1132 10.3025 14.0329 -0.145
H 17.0537 5.9351 13.4155 0.090
H 16.7012 5.2071 9.4771 0.070
P 14.3720 8.5699 9.3809 0.496
H 14.5064 11.2633 9.1679 0.022
H 11.4711 7.5558 8.9388 0.084
Cl 6.1804 10.3954 14.9343 0.588
H 14.9516 7.9325 6.5409 0.053
C 12.7955 15.1419 7.8633 -0.133
C 10.7882 15.2065 11.1281 -0.426
H 15.7084 11.4210 7.8189 0.006
H 11.5901 13.5760 9.8784 0.096
N 14.7215 9.5184 7.9542 -0.359
H 18.1268 6.2165 9.5963 0.062
O 12.5038 9.9109 14.5716 -0.252
H 6.7447 11.5920 12.4183 0.073
O 15.7943 8.3625 12.3760 -0.359
H 12.8190 5.9508 10.2966 0.086
N 13.6085 7.2350 8.8458 -0.303
H 8.7490 9.7281 15.6514 0.073
C 14.8375 10.8789 8.1848 -0.240
C 7.6730 10.6674 14.1074 -0.730
C 13.7749 14.0646 7.4290 -0.488
Rb 14.0692 10.6726 12.5262 0.989
H 10.6688 14.8829 8.9877 0.102
H 11.8563 14.7608 7.4266 0.115
C 16.7003 5.4799 12.4716 -0.096
H 14.6615 5.9482 10.1672 0.063
H 12.0764 6.6666 7.4960 0.081
O 11.0149 14.6306 12.1989 -0.202
H 18.0363 4.6921 10.4880 0.079
N 18.1275 8.7406 11.0631 -0.306
H 19.3569 7.2595 11.8446 0.058
O 11.2354 11.7288 12.4635 -0.049
C 7.6715 11.3057 12.8697 -0.195
O 13.7204 9.4207 10.4237 -0.500
C 10.1227 11.1412 12.8925 -0.320
H 17.9139 10.7144 11.6591 0.086
N 12.6469 15.2574 9.3115 -0.151
H 19.5885 8.7530 12.6714 0.088
C 18.1697 10.1681 10.7588 -0.080
H 15.6308 5.1547 12.5114 0.092
C 8.9035 11.4613 12.2496 -0.629
C 8.8343 10.2049 14.7027 -0.109
H 13.1975 16.0548 7.4401 0.109
H 13.4572 13.8838 11.6030 0.065
H 17.2088 4.5539 12.2276 0.056
H 10.1844 16.1053 11.1518 0.035
C 12.2643 7.4907 8.1921 -0.064
C 14.8321 14.3838 10.3678 -0.463
H 13.5564 5.1407 8.9194 0.078
C 11.4089 14.6463 9.7992 -0.202
C 14.6377 8.9703 6.5699 -0.133
H 10.9558 8.7793 15.3176 0.102
H 15.3297 9.6187 5.9581 0.082
O 15.0180 14.1757 7.4082 0.017
H 13.7607 16.1064 11.0110 0.139
O 13.1758 12.9035 7.0763 0.008
O 14.3715 13.6356 11.4579 0.020
C 17.4886 5.5677 10.1211 -0.099
Cl 8.8863 12.2090 10.7298 0.743
H 13.8294 12.1337 7.1904 0.038
H 17.4840 10.3994 9.9438 0.082
C 19.4316 8.3280 11.6662 -0.093
H 19.2127 10.3888 10.4945 0.081
```

Output
F_max in eV/Å: 5.7
Energy in eV: -94563.9337
HOMO (alpha / beta) in eV: 0.560 / 1.369
Net charge: -2
Frontier orbital gap (alpha / beta) in eV: 2.716 / 1.910
Energy relative to the best compared isomer or geometry (same formula, charge and spin) in kJ/mol: 607.43
Molar mass in g mol⁻¹: 736.87